A structure of composition C6H10, computed with wB97M-V/def2-TZVPD.

Each line ends with the natural charge from an NBO analysis.
Geometry (Å):
C  1.5068  -0.3594  0.8774  -0.61
C  0.4493  -1.0855  0.0675  -0.36
C  -1.4351  -0.7397  -0.2023  -0.03
C  -1.4404  0.7410  0.2688  -0.51
C  -0.4184  1.1419  -0.8170  -0.42
C  -0.2570  -0.3563  -1.0791  -0.31
H  1.9381  -1.0255  1.6303  0.22
H  1.1044  0.5136  1.3977  0.22
H  2.3153  -0.0119  0.2248  0.22
H  0.7753  -2.0614  -0.2980  0.24
H  -0.4299  -1.4241  0.7462  0.28
H  -2.4485  1.1417  0.1163  0.24
H  -1.1751  0.9311  1.3130  0.22
H  0.4705  1.7082  -0.5176  0.20
H  -0.8875  1.6582  -1.6581  0.21
H  -0.0679  -0.7719  -2.0699  0.21

Forces on atoms 1 to 6 (eV/Å):
C -0.007 0.070 0.053
C 0.272 -0.083 -0.139
C -0.040 0.167 -0.091
C -0.119 0.028 0.174
C 0.074 0.094 -0.042
C 0.020 -0.102 -0.225

As for the total energy: -6379.618 eV. The gap between HOMO and LUMO comes out at 9.1082 eV. The lowest unoccupied orbital energy is 1.03 eV. As for the energy relative to the best compared isomer or geometry (same formula, charge and spin): 4.241 eV. For the HOMO energy, the calculation gives -8.1 eV. The molecular weight is 82.146 g/mol. The net charge is 0.

***

The molecule C3H7NO2, computed with wB97M-V/def2-TZVPD.

Each line ends with the natural charge from an NBO analysis.
Geometry (Å):
C  -1.6605  0.4838  0.2889  -0.25
C  -0.2656  0.7852  -0.0900  -0.08
C  1.7110  -0.5341  0.1205  0.66
H  -1.5157  -1.4209  -0.2677  0.36
H  -3.0936  -0.8746  -0.1172  0.36
H  -2.2735  1.3865  0.0142  0.19
H  -1.7073  0.5528  1.3864  0.18
H  -0.1130  0.8032  -1.2163  0.20
H  0.1394  1.6249  0.4015  0.20
H  2.0143  -1.5978  0.4320  0.11
N  -2.1251  -0.6037  -0.4779  -0.82
O  0.4245  -0.4069  0.4375  -0.53
O  2.4150  0.3248  -0.3379  -0.58

Forces on atoms 1 to 6 (eV/Å):
C -0.905 3.564 0.013
C 0.744 -1.669 -1.282
C 0.509 -0.864 0.762
H -0.713 0.642 -0.292
H 1.731 0.329 -0.881
H 0.440 -0.583 -0.024

As for the total energy: -8809.005 eV. The gap between HOMO and LUMO comes out at 10.8097 eV. The structure (SMILES) is NCCOC=O. The lowest unoccupied orbital energy is 0.96 eV. As for the energy relative to the best compared isomer or geometry (same formula, charge and spin): 1.524 eV. For the HOMO energy, the calculation gives -9.9 eV. The molecular weight is 89.094 g/mol. The net charge is 0.

***

The molecule C12H12Cl2FIO4S, computed with wB97M-V/def2-TZVPD.

Each line ends with the natural charge from an NBO analysis.
Geometry (Å):
C  2.4298  2.2515  1.4870  -0.68
C  3.0116  1.6317  0.0844  -0.30
I  4.9423  2.6435  -0.3968  0.09
C  3.2866  -0.0164  0.1551  -0.50
C  1.7857  -0.7303  0.2392  0.06
C  0.9935  -1.0154  -1.0208  -0.33
S  1.5856  -0.6729  -2.7645  2.09
O  0.4114  -0.4658  -3.7981  -0.78
O  2.3376  -1.9620  -3.2790  -0.80
F  2.7081  0.6148  -2.9134  -0.46
C  -0.5229  -1.6876  -0.8063  0.50
O  -0.9177  -2.5172  -1.7944  -0.45
C  -1.3898  -1.3575  0.5565  -0.03
C  -3.0241  -1.3084  0.6747  -0.24
Cl  -3.9290  -2.4019  -0.5247  -0.01
C  -3.6871  0.1862  0.5568  -0.20
C  -4.2605  0.5686  -0.9404  -0.66
Cl  -2.6078  1.5758  1.1385  -0.07
C  -0.5650  -1.1224  1.8092  -0.23
C  1.0746  -1.1675  1.6882  0.49
O  1.8680  -1.5185  2.7268  -0.48
H  1.9929  1.4552  2.2264  0.22
H  1.5278  2.9765  1.1962  0.23
H  3.2154  2.8924  2.0714  0.24
H  2.2426  1.9232  -0.7627  0.24
H  3.9113  -0.3612  -0.7768  0.27
H  3.9139  -0.1644  1.1595  0.27
H  -3.2902  -1.7243  1.7611  0.26
H  -4.6407  0.1825  1.2751  0.24
H  -3.4797  0.4360  -1.8064  0.24
H  -4.5276  1.7285  -0.9000  0.24
H  -5.2991  0.0271  -1.1585  0.24
H  -1.0975  -0.8996  2.8366  0.27

Forces on atoms 1 to 6 (eV/Å):
C -0.735 0.720 -0.072
C -1.181 -0.437 0.409
I -1.152 -0.674 0.151
C -0.577 0.946 0.913
C -1.438 -0.659 -3.450
C 0.795 1.211 5.802

As for the total energy: -67515.049 eV. The gap between HOMO and LUMO comes out at 7.0160 eV. The structure (SMILES) is C[C@H](Cl)[C@@H](Cl)C1=CC(=O)C(C[C@@H](C)I)=C(S(=O)(=O)F)C1=O. The lowest unoccupied orbital energy is -2.84 eV. For the HOMO energy, the calculation gives -9.9 eV. The molecular weight is 469.099 g/mol. The net charge is 0.

***

A structure of composition C26H15I3NO3SW, computed with wB97M-V/def2-TZVPD.

Each line ends with the Löwdin spin population.
Geometry (Å):
W  0.5464  1.0492  -0.3089  1.69
I  4.2799  2.6884  -3.0460  0.01
C  3.7604  0.7698  -2.4651  0.02
C  4.7219  -0.2669  -2.4686  -0.01
C  4.3932  -1.5494  -2.1107  0.02
I  5.8674  -3.0177  -2.1618  0.00
C  3.0641  -1.8620  -1.7065  0.00
C  2.5751  -3.1428  -1.3576  0.02
C  1.2633  -3.3038  -1.0007  0.00
C  0.4295  -2.1799  -0.9058  0.03
N  0.8421  -0.9662  -1.2257  0.00
C  2.1308  -0.8166  -1.6782  0.00
C  2.4691  0.5040  -2.0935  0.00
O  1.4656  1.3968  -2.0238  0.07
H  5.7333  -0.0315  -2.7689  0.00
H  3.2438  -3.9928  -1.3838  0.00
H  0.8659  -4.2758  -0.7485  0.00
H  -0.5907  -2.2779  -0.5566  0.00
I  1.5065  3.4965  0.6778  0.01
C  -0.3301  4.4253  0.3051  0.01
C  -0.4726  5.7706  0.4739  0.00
C  -1.7351  6.3477  0.2249  0.00
C  -2.7830  5.5670  -0.1693  0.00
C  -2.6302  4.1709  -0.3417  0.00
C  -3.7157  3.3569  -0.7508  0.00
C  -3.5673  2.0126  -0.9262  0.01
C  -2.3083  1.4160  -0.6958  0.02
C  -1.2091  2.1574  -0.2952  0.02
C  -1.3721  3.5682  -0.1066  0.00
H  0.3533  6.3922  0.7903  0.00
H  -1.8604  7.4136  0.3520  0.00
H  -3.7524  6.0092  -0.3578  0.00
H  -4.6744  3.8282  -0.9262  0.00
H  -4.4029  1.4042  -1.2430  0.00
H  -2.2149  0.3455  -0.8555  0.01
O  -2.9597  -5.2249  2.7771  0.00
C  -1.6628  -5.1606  2.4256  0.00
O  -1.0532  -6.1538  2.1570  0.00
C  -1.0459  -3.7947  2.3109  0.00
C  0.3424  -3.7167  2.4030  0.00
C  0.9854  -2.4997  2.2612  0.00
C  0.2417  -1.3563  1.9891  0.03
S  1.0842  0.1920  1.7700  0.02
C  -1.1454  -1.4205  1.9224  0.00
C  -1.7866  -2.6373  2.0846  0.00
H  -3.2774  -4.3801  3.0904  0.00
H  0.9022  -4.6249  2.5801  0.00
H  2.0630  -2.4390  2.3320  0.00
H  -1.7145  -0.5178  1.7549  0.00
H  -2.8660  -2.6728  1.9966  0.00

Forces on atoms 1 to 6 (eV/Å):
W 0.047 0.193 -0.679
I 0.007 0.000 0.025
C -0.021 0.019 -0.109
C -0.133 -0.132 0.031
C -0.025 0.110 -0.016
I -0.004 0.001 0.001

As for the total energy: -71795.477 eV. The gap between HOMO and LUMO (spin up / spin down) comes out at 6.5909 / 6.8229 eV. The lowest unoccupied orbital energy (spin up / spin down) is -4.28 / -4.38 eV. As for the energy relative to the best compared isomer or geometry (same formula, charge and spin): 0.835 eV. For the HOMO energy (spin up / spin down), the calculation gives -10.9 / -11.2 eV. The molecular weight is 986.029 g/mol. As for the spin multiplicity: 3. The net charge is +1.

***

The molecule C5H8N4, computed with wB97M-V/def2-TZVPD.

Each line ends with the natural charge from an NBO analysis.
Geometry (Å):
C  2.6223  -1.4886  0.4561  0.10
C  -1.8214  2.1610  0.3985  -0.41
C  -0.8075  1.3822  0.6381  -0.24
C  -1.3066  -0.4199  -1.1837  -0.64
C  -0.3528  0.2824  -0.1815  0.06
N  2.6368  -0.5495  1.3670  -0.25
N  1.4851  -1.5402  -0.2588  -0.42
N  1.5406  0.1763  1.2425  -0.15
N  0.7487  -0.3789  0.3142  0.05
H  3.4746  -1.9641  0.1990  0.20
H  -2.0285  3.0742  0.9510  0.21
H  -2.5888  1.7905  -0.3191  0.18
H  -0.0667  1.7138  1.3712  0.24
H  -1.0717  -1.4872  -1.1336  0.20
H  -1.3846  -0.2803  -2.2758  0.23
H  -2.2714  -0.1681  -0.8149  0.23
H  1.1917  -2.3036  -0.7700  0.42

Forces on atoms 1 to 6 (eV/Å):
C -0.815 1.669 1.983
C -2.991 0.300 -0.932
C 3.037 -0.177 0.272
C 1.594 -0.364 0.549
C -0.388 -1.695 -0.641
N 0.831 -0.735 -1.166

As for the total energy: -11269.778 eV. The gap between HOMO and LUMO (spin up / spin down) comes out at 7.1623 / 7.0684 eV. The lowest unoccupied orbital energy (spin up / spin down) is 0.48 / 0.41 eV. As for the energy relative to the best compared isomer or geometry (same formula, charge and spin): 4.774 eV. For the HOMO energy (spin up / spin down), the calculation gives -6.7 / -6.7 eV. The molecular weight is 124.147 g/mol. The net charge is 0.

***

A structure of composition C29H28Co2O7, computed with wB97M-V/def2-TZVPD.

Each line ends with the natural charge from an NBO analysis.
Geometry (Å):
C  -4.0114  -1.8654  1.8649  -0.60
C  -2.8547  -0.8631  1.8365  -0.06
C  -3.0163  0.0033  0.5841  -0.61
C  -2.9624  0.0067  3.0907  -0.61
C  -1.4828  -1.5794  1.8046  -0.16
C  -0.2368  -0.7995  1.8100  0.49
O  -0.2498  0.4784  1.8223  -0.84
C  1.0204  -1.5640  1.8034  -0.16
C  2.3786  -0.8289  1.7805  -0.06
C  3.5630  -1.7977  1.7828  -0.60
C  2.5099  0.0797  3.0042  -0.61
C  2.4610  -0.0002  0.5013  -0.61
C  0.9848  -2.9449  1.7873  -0.21
C  -0.2147  -3.6487  1.7589  -0.34
C  -1.4238  -2.9602  1.7707  -0.21
H  -3.9584  -2.5081  2.7519  0.20
H  -4.9673  -1.3283  1.9020  0.19
H  -4.0187  -2.4935  0.9664  0.20
H  -2.2785  0.8116  0.5721  0.25
H  -2.8757  -0.6131  -0.3128  0.20
H  -4.0208  0.4430  0.5479  0.18
H  -2.1736  0.7634  3.0969  0.25
H  -3.9406  0.5010  3.1185  0.18
H  -2.8603  -0.6211  3.9838  0.19
H  3.5512  -2.4453  0.8981  0.20
H  4.5028  -1.2312  1.7646  0.19
H  3.5689  -2.4214  2.6846  0.19
H  1.7010  0.8147  3.0203  0.25
H  2.4582  -0.5245  3.9179  0.19
H  3.4730  0.6039  2.9829  0.18
H  1.6534  0.7391  0.4798  0.25
H  3.4230  0.5195  0.4369  0.18
H  2.3573  -0.6520  -0.3760  0.20
H  1.9165  -3.5133  1.7902  0.18
H  -0.2069  -4.7358  1.7295  0.17
H  -2.3445  -3.5455  1.7560  0.18
O  1.2392  6.0645  -1.2099  -0.57
C  0.9729  4.9388  -1.2036  0.55
Co  0.8431  3.1697  -1.2937  -0.10
C  1.1793  2.9141  -3.0590  0.51
O  1.7012  2.7182  -4.0734  -0.57
C  2.4934  3.0530  -0.6604  0.61
O  3.5834  3.0790  -0.2714  -0.54
C  -0.6018  2.1549  -0.9595  -0.55
C  -0.1000  2.6918  0.1924  0.09
C  -0.1985  2.9356  1.5274  -0.48
C  -0.2368  4.3589  1.9111  0.09
C  0.2986  4.8362  3.1365  -0.24
C  0.4425  6.2025  3.3750  -0.24
C  -0.0092  7.1409  2.4346  -0.28
C  -0.6242  6.6923  1.2620  -0.20
C  -0.7564  5.3282  1.0208  -0.29
Co  -1.3603  3.2477  -2.4389  -0.06
C  -3.0405  3.1290  -2.0066  0.56
O  -4.1603  3.0560  -1.7294  -0.56
C  -1.4425  2.5943  -4.0597  0.45
O  -1.5316  2.1845  -5.1356  -0.58
C  -1.3636  5.0012  -2.5372  0.45
O  -1.4862  6.1484  -2.6326  -0.58
H  -0.8050  1.0811  -1.0544  0.22
H  -0.1473  2.2017  2.3154  0.29
H  0.6263  4.0952  3.8688  0.20
H  0.9095  6.5513  4.2984  0.19
H  0.1121  8.2111  2.6110  0.19
H  -1.0089  7.4048  0.5292  0.20
H  -1.3291  4.9908  0.1498  0.22

Forces on atoms 1 to 6 (eV/Å):
C -0.124 -0.033 0.022
C 0.514 -0.160 -0.103
C 0.079 0.169 -0.096
C 0.090 0.096 0.097
C 0.286 0.425 0.063
C -0.035 -0.471 0.028

As for the total energy: -120111.254 eV. The gap between HOMO and LUMO comes out at 5.5777 eV. The lowest unoccupied orbital energy is 4.84 eV. As for the energy relative to the best compared isomer or geometry (same formula, charge and spin): 1.502 eV. For the HOMO energy, the calculation gives -0.7 eV. The molecular weight is 606.402 g/mol. The net charge is -2.

***

A structure of composition C4H5LiOTb, computed with wB97M-V/def2-TZVPD.

Each line ends with the Löwdin spin population.
Geometry (Å):
C  -1.5498  -1.0806  0.1115  0.43
C  -2.6658  -1.3784  -0.3052  0.33
H  -3.6701  -1.5139  -0.6734  0.01
C  0.3241  -0.0330  -0.9683  0.10
C  1.1309  0.8338  -0.0691  0.08
O  1.1272  0.6324  1.2020  0.06
Li  -0.5281  -0.2102  1.9239  0.05
H  0.9072  -0.9626  -1.0893  0.02
H  -0.4410  0.8606  -0.4446  0.05
H  0.3272  0.3914  -1.9829  0.01
H  2.0682  1.2155  -0.5093  0.01
Tb  2.9701  1.2449  2.8047  5.84

Forces on atoms 1 to 6 (eV/Å):
C 0.979 0.296 1.570
C -0.829 0.357 -1.171
H 0.132 -0.317 0.302
C 0.139 4.780 -0.163
C 3.234 -3.221 1.219
O -0.458 0.927 -1.849

As for the total energy: -28889.786 eV. The gap between HOMO and LUMO (spin up / spin down) comes out at 4.0882 / 6.0704 eV. The lowest unoccupied orbital energy (spin up / spin down) is -9.29 / -10.25 eV. As for the energy relative to the best compared isomer or geometry (same formula, charge and spin): 7.078 eV. For the HOMO energy (spin up / spin down), the calculation gives -13.4 / -16.3 eV. The molecular weight is 234.949 g/mol. As for the spin multiplicity: 8. The net charge is +2.

***

A cluster of 2 separate species, C2H2Cl2O2 in total, computed with wB97M-V/def2-TZVPD.

Each line ends with the natural charge from an NBO analysis.
Geometry (Å):
C  0.5400  0.0973  -1.3129  0.79
C  -0.5514  0.0061  1.2671  -0.11
O  0.4771  1.2802  -1.4264  -0.58
O  0.4741  -0.7333  -0.3161  -0.60
Cl  0.8455  -0.9036  -2.8203  -0.15
Cl  -0.1353  -0.7053  2.6095  0.22
H  -0.0974  0.9073  1.1075  0.21
H  -1.5525  0.0513  0.8916  0.23

Forces on atoms 1 to 6 (eV/Å):
C 0.292 -0.797 -0.286
C 0.173 0.535 -4.367
O -0.302 -0.059 0.558
O -1.638 0.935 1.739
Cl -0.012 0.239 0.351
Cl 0.712 -2.121 2.567

As for the total energy: -31244.134 eV. The gap between HOMO and LUMO comes out at 8.9961 eV. The lowest unoccupied orbital energy is -1.36 eV. As for the energy relative to the best compared isomer or geometry (same formula, charge and spin): 2.872 eV. For the HOMO energy, the calculation gives -10.4 eV. The molecular weight is 128.942 g/mol. The net charge is 0.

***

- Number 3 is which compound?
  C12H12Cl2FIO4S

***

- Which value of net charge does entry 4 give?
  +1

***

- Number 1 is which compound?
  C6H10

***

- Which of these has the highest total energy?
  C6H10